1) An isolated molecule of C3H3N3O3. Source: the OMol25 dataset; level of theory: ωB97M-V/def2-TZVPD.

Last column: Löwdin charge in e.
CARTESIAN COORDINATES (ANGSTROEM)
C  -0.23884  0.08167  -0.19726  -0.01
C  2.04545  -0.86823  -1.43211  -0.44
C  -0.95575  0.30702  0.97276  -0.02
N  0.97223  -0.39517  -0.61513  0.05
N  2.15244  -1.10846  -0.08473  0.18
N  -2.24137  0.86474  0.85757  -0.45
O  2.42640  -0.94481  -2.52832  0.21
O  -2.90990  0.88891  1.87389  0.06
O  -2.61462  1.28455  -0.22432  0.04
H  -0.80738  0.40629  -1.06977  0.13
H  -0.63496  0.05356  1.96746  0.11
H  2.80630  -0.57005  0.47995  0.13

Values from the calculation:
LUMO level: -0.6 eV
Gap between HOMO and LUMO: 9.0 eV
SMILES: O=C1NN1/C=C/[N+](=O)[O-]

---

2) An isolated molecule of C3H3N3O3. Source: the OMol25 dataset; level of theory: ωB97M-V/def2-TZVPD.

Last column: Löwdin charge in e.
CARTESIAN COORDINATES (ANGSTROEM)
C  -0.22340  -0.79905  -0.30319  -0.11
C  0.37906  1.46049  0.09897  -0.32
C  0.90227  -0.09996  0.34440  -0.08
N  -1.02928  -0.06383  -0.92794  0.09
N  -0.74946  1.19996  -0.68889  0.04
N  2.26998  -0.15619  -0.22105  -0.39
O  0.72583  2.48439  0.62108  0.12
O  3.15131  0.14416  0.53134  0.12
O  2.30072  -0.37842  -1.42125  0.09
H  -0.12189  -1.81283  -0.36905  0.10
H  1.10552  -0.22939  1.45938  0.18
H  -1.26049  1.98721  -1.02922  0.16

Values from the calculation:
LUMO level: -0.2 eV
Gap between HOMO and LUMO: 10.1 eV
SMILES: O=C1NN=C[C@H]1[N+](=O)[O-]

---

Most stable structure - 2); separation to the second - 50.2 kcal/mol.

---

1) A 2-piece molecular cluster, CH5OS2 overall. Source: the OMol25 dataset; level of theory: ωB97M-V/def2-TZVPD.

Last column: Löwdin charge in e.
CARTESIAN COORDINATES (ANGSTROEM)
O  -0.85745  -1.89968  0.71561  -0.53
H  -0.55181  -2.15260  1.57962  -0.05
C  -0.65743  0.45881  -0.56504  -0.48
S  0.31749  -0.59155  0.53157  0.65
S  2.12170  1.73230  0.38527  -0.19
H  -1.05314  1.28538  -0.01203  0.01
H  -1.48726  -0.23189  -0.78024  0.02
H  -0.14445  0.74908  -1.47191  0.01
H  2.31235  0.65014  -0.38285  -0.44

Values from the calculation:
Total charge: -1
LUMO level: 3.5 eV
Gap between HOMO and LUMO: 6.4 eV

---

2) A 2-piece molecular cluster, CH5OS2 overall. Source: the OMol25 dataset; level of theory: ωB97M-V/def2-TZVPD.

Last column: Löwdin charge in e.
CARTESIAN COORDINATES (ANGSTROEM)
O  -0.68039  -0.34691  -1.27028  -0.61
H  -0.69058  0.61487  -1.34562  -0.12
C  0.27649  -1.05854  1.03704  -0.49
S  0.09564  -1.53281  -0.63707  0.68
S  -0.50314  2.61653  -0.46036  -0.16
H  1.12045  -0.26019  1.06321  0.05
H  0.66365  -2.00341  1.57280  0.04
H  -0.70201  -0.75181  1.46646  0.04
H  0.41989  2.72227  -1.42617  -0.43

Values from the calculation:
Total charge: -1
LUMO level: 3.5 eV
Gap between HOMO and LUMO: 6.6 eV

---

3) A 2-piece molecular cluster, CH5OS2 overall. Source: the OMol25 dataset; level of theory: ωB97M-V/def2-TZVPD.

Last column: Löwdin charge in e.
CARTESIAN COORDINATES (ANGSTROEM)
O  -0.21563  -0.83716  0.74056  -0.59
H  -0.43223  -0.13884  1.41508  -0.13
C  1.06347  -0.21208  -1.45820  -0.43
S  1.34692  -0.63774  0.27033  0.71
S  -1.98674  1.48938  1.83964  -0.19
H  0.24736  0.51241  -1.48129  0.03
H  1.98322  0.27511  -1.80212  0.02
H  0.79747  -1.10238  -2.01917  0.02
H  -2.80384  0.65130  2.49517  -0.45

Values from the calculation:
Total charge: -1
LUMO level: 3.4 eV
Gap between HOMO and LUMO: 6.3 eV

---

Most stable structure - 3); separation to the second - 13.1 kcal/mol.

---

1) An isolated molecule of C5H8N4O2. Source: the OMol25 dataset; level of theory: ωB97M-V/def2-TZVPD.

Last column: Löwdin charge in e.
CARTESIAN COORDINATES (ANGSTROEM)
C  1.40315  1.53604  -0.29863  -0.19
C  -1.62226  -0.41556  0.07156  -0.51
C  3.42847  -0.49848  0.00790  -0.09
C  -3.96063  -0.40830  0.20884  -0.01
C  1.89231  -0.72277  0.08801  -0.14
N  0.39003  2.39825  -0.35500  0.01
N  -0.66844  1.79325  -0.07889  -0.01
N  -0.42248  0.45580  0.21791  0.08
N  1.02018  0.26410  -0.07263  -0.03
O  -1.50630  -1.53320  -0.32828  0.13
O  -2.68306  0.19309  0.53632  -0.04
H  2.43503  1.82268  -0.53801  0.11
H  3.86335  -1.51397  0.20661  0.08
H  3.93777  0.31535  0.69185  0.12
H  3.49164  -0.17040  -0.95512  0.02
H  -3.89342  -1.52924  0.65943  0.15
H  -3.97303  -0.56816  -0.91333  0.11
H  -4.61088  0.32284  0.64478  0.09
H  1.47858  -1.74132  0.20668  0.11

Values from the calculation:
LUMO level (spin up / spin down): 0.7 / 0.7 eV
Gap between HOMO and LUMO (spin up / spin down): 7.7 / 7.7 eV

---

2) An isolated molecule of C5H8N4O2. Source: the OMol25 dataset; level of theory: ωB97M-V/def2-TZVPD.

Last column: Löwdin charge in e.
CARTESIAN COORDINATES (ANGSTROEM)
C  -1.61293  2.04034  0.89423  -0.41
C  -2.06013  1.32409  -0.28416  -0.08
C  0.44249  -0.15020  -0.76324  -0.52
C  1.62143  -1.90538  -0.57334  -0.24
C  0.93996  -1.68641  0.66152  -0.16
H  -0.27890  0.70023  1.82284  0.04
H  -3.17717  1.26981  -0.19845  0.14
H  0.13691  0.84220  -2.07004  0.06
H  1.47508  -2.94744  -0.96343  0.14
H  2.64984  -1.42529  -0.85301  0.16
H  0.03942  -2.25952  0.67198  0.13
H  1.85110  -1.80956  1.31693  0.14
H  1.42672  0.63556  0.61862  0.22
N  -1.55734  1.00934  -1.41859  0.10
N  -0.20861  1.00859  -1.21932  0.00
N  0.86898  -1.02992  -1.45719  0.12
N  0.58077  -0.15300  0.68043  0.05
O  -0.84646  1.50001  1.99296  0.01
O  -2.29115  3.03657  1.14126  0.10

Values from the calculation:
LUMO level: 0.3 eV
Gap between HOMO and LUMO: 10.2 eV
SMILES: O=C(O)/C=N\NC1=NCCN1

---

Most stable structure - 1); separation to the second - 2.2 kcal/mol.